[1]
{
  "formula": "C40H42CeN6O7PS",
  "method": "ωB97M-V/def2-TZVPD",
  "species": ["Ce", "C", "O", "C", "C", "C", "C", "C", "C", "N", "N", "C", "C", "C", "C", "O", "C", "N", "C", "C", "C", "C", "H", "H", "H", "H", "H", "H", "H", "H", "H", "H", "H", "H", "N", "C", "C", "C", "C", "C", "C", "P", "C", "C", "C", "C", "C", "C", "C", "C", "C", "C", "C", "C", "H", "H", "H", "H", "H", "H", "H", "H", "H", "H", "H", "H", "H", "H", "H", "H", "N", "C", "C", "N", "H", "H", "H", "H", "H", "H", "H", "H", "O", "C", "O", "C", "O", "O", "C", "S", "C", "O", "H", "H", "H", "H", "H", "H"],
  "positions_angstrom": [[1.0652, 0.6564, 0.4244], [-1.5905, 3.3556, -8.9713], [-1.1831, 2.2490, -8.2031], [-2.1047, 1.6499, -7.4015], [-1.6192, 0.6464, -6.5598], [-2.4502, 0.0333, -5.6544], [-3.8062, 0.3806, -5.5930], [-4.3018, 1.3247, -6.4844], [-3.4565, 1.9754, -7.3655], [-4.6780, -0.3017, -4.7399], [-4.4163, -0.5130, -3.5517], [-3.3883, 0.1193, -2.8573], [-3.2240, 1.4959, -2.8592], [-2.3087, 2.1197, -2.0266], [-1.4511, 1.4097, -1.1795], [-0.6019, 2.0017, -0.3909], [-1.5971, -0.0337, -1.1826], [-0.7584, -0.7660, -0.3976], [-0.8281, -2.0823, -0.4481], [-1.7387, -2.7803, -1.2482], [-2.6139, -2.0690, -2.0213], [-2.5690, -0.6612, -2.0037], [-0.6909, 3.7334, -9.4529], [-2.0239, 4.1404, -8.3435], [-2.3151, 3.0692, -9.7393], [-0.5736, 0.3854, -6.6187], [-2.0620, -0.7357, -5.0009], [-5.3488, 1.5867, -6.4410], [-3.8656, 2.7401, -8.0081], [-3.8626, 2.0999, -3.4900], [-2.2220, 3.1969, -2.0344], [-0.1174, -2.6348, 0.1561], [-1.7232, -3.8587, -1.2555], [-3.3337, -2.5555, -2.6652], [3.2115, 0.4724, 2.4451], [3.1328, -0.2506, 3.6420], [3.9711, 0.0470, 4.7160], [3.9058, -0.6769, 5.8907], [3.0075, -1.7248, 6.0129], [2.1493, -2.0087, 4.9676], [2.1726, -1.2636, 3.7922], [0.9131, -1.5480, 2.4762], [-0.6252, -1.5868, 3.4808], [-1.7541, -2.1835, 2.9136], [-2.9636, -2.1893, 3.5837], [-3.0720, -1.5845, 4.8279], [-1.9669, -0.9614, 5.3832], [-0.7540, -0.9555, 4.7122], [1.1769, -3.3616, 2.2582], [0.5078, -4.3200, 3.0182], [0.7511, -5.6677, 2.8148], [1.6659, -6.0781, 1.8593], [2.3375, -5.1330, 1.1025], [2.1020, -3.7843, 1.3053], [3.9708, 1.1456, 2.4456], [3.2941, -0.1279, 1.6248], [4.6997, 0.8406, 4.6154], [4.5743, -0.4382, 6.7048], [2.9729, -2.3118, 6.9186], [1.4408, -2.8184, 5.0653], [-1.6798, -2.6619, 1.9467], [-3.8258, -2.6681, 3.1418], [-4.0072, -1.6112, 5.3679], [-2.0482, -0.4798, 6.3474], [0.1029, -0.4749, 5.1627], [-0.2108, -4.0277, 3.7706], [0.2209, -6.4033, 3.4044], [1.8654, -7.1299, 1.7113], [3.0388, -5.4472, 0.3430], [2.6246, -3.0538, 0.7093], [1.0006, 2.3572, 2.5693], [-0.2710, 3.0717, 2.7055], [-1.3387, 2.0612, 3.1080], [-1.3582, 0.9956, 2.1093], [1.2671, 1.9668, 3.4703], [1.7322, 2.9977, 2.2693], [-0.5260, 3.4894, 1.7279], [-0.2284, 3.8842, 3.4452], [-2.3070, 2.5715, 3.2057], [-1.0818, 1.6231, 4.0768], [-1.6725, 1.4098, 1.2322], [-2.0239, 0.2799, 2.3836], [1.6946, -2.2081, -1.5049], [2.2263, -1.1914, -1.0993], [2.5264, -0.9443, 0.1414], [2.5240, 0.0281, -1.9810], [3.4971, 0.0919, -2.7130], [1.6689, 0.9652, -1.7521], [2.8191, 4.8465, -0.4309], [2.4478, 3.1232, -1.0128], [4.0209, 2.9676, -1.9107], [2.6737, 2.3531, 0.2707], [3.8082, 4.9108, 0.0124], [2.0661, 5.0981, 0.3087], [2.7397, 5.5237, -1.2752], [4.1702, 3.8346, -2.5454], [3.9691, 2.0638, -2.5132], [4.8121, 2.8781, -1.1714]],
  "lumo_energy_ev": [-4.361, -4.362],
  "total_charge": 1,
  "multiplicity": 1,
  "e_above_lowest_kcal_mol": 8.0,
  "e_homo_ev": [-9.49, -9.49],
  "gap_ev": [5.1, 5.1]
}

=====

[2]
{
  "formula": "C40H42Cl2F5N4PS7SeTi",
  "method": "ωB97M-V/def2-TZVPD",
  "species": ["Ti", "C", "C", "N", "C", "S", "N", "N", "C", "C", "C", "C", "C", "C", "C", "N", "H", "H", "H", "H", "H", "H", "H", "H", "H", "H", "H", "H", "H", "Cl", "C", "C", "C", "C", "C", "Cl", "C", "S", "H", "H", "H", "C", "S", "C", "C", "S", "S", "C", "S", "S", "H", "H", "H", "C", "C", "C", "C", "P", "C", "C", "C", "C", "C", "C", "C", "C", "C", "C", "H", "H", "H", "H", "H", "H", "H", "H", "H", "H", "H", "H", "H", "H", "H", "H", "H", "H", "H", "H", "H", "H", "H", "F", "C", "C", "F", "C", "F", "C", "Se", "C", "F", "C", "F"],
  "positions_angstrom": [[-1.9457, -0.6623, -0.2442], [1.9875, -5.3643, 0.1818], [2.5564, -3.9519, 0.2083], [1.6978, -3.0105, 0.8985], [0.5675, -2.5068, 0.3462], [-0.5917, -1.7832, 1.4342], [0.4045, -2.6363, -0.9447], [-0.8226, -2.1487, -1.2973], [-1.3349, -2.4590, -2.4308], [-0.6509, -3.1755, -3.5467], [-2.8205, -2.3081, -2.4822], [-3.5721, -2.6833, -3.5873], [-4.9488, -2.7766, -3.4435], [-5.5314, -2.5085, -2.2131], [-4.7168, -2.0943, -1.1675], [-3.4009, -1.9935, -1.3072], [2.6691, -6.0441, -0.3336], [1.0305, -5.3749, -0.3402], [1.8315, -5.7471, 1.1928], [2.7073, -3.5820, -0.8015], [3.5299, -3.9253, 0.7041], [1.6964, -3.0400, 1.9020], [-1.0164, -4.2030, -3.6176], [0.4212, -3.1887, -3.3681], [-0.8521, -2.6573, -4.4837], [-3.0949, -2.8952, -4.5316], [-5.5554, -3.0686, -4.2907], [-6.5967, -2.5972, -2.0564], [-5.1017, -1.8272, -0.1904], [-3.6626, 1.1367, -1.4486], [-3.6135, 2.4886, -0.3277], [-4.7100, 3.3235, -0.3312], [-4.7047, 4.4314, 0.5039], [-3.5992, 4.6665, 1.3024], [-2.5183, 3.8014, 1.2690], [-1.1695, 4.1915, 2.2936], [-2.4703, 2.6548, 0.4634], [-1.0950, 1.5985, 0.4493], [-5.5477, 3.1040, -0.9776], [-5.5497, 5.1053, 0.5286], [-3.5575, 5.5212, 1.9628], [-2.0143, -4.2201, 3.8322], [-3.4670, -3.1885, 3.5521], [-2.8055, -1.5997, 3.8700], [-2.9621, -0.5291, 3.0655], [-3.7642, -0.4504, 1.5171], [-2.3175, 0.9738, 3.6802], [-1.6964, 0.3834, 5.1743], [-0.9076, 1.3164, 6.2862], [-1.9841, -1.3073, 5.3845], [-2.2487, -5.1951, 3.4053], [-1.7867, -4.3478, 4.8896], [-1.1588, -3.8043, 3.3035], [2.1603, 3.5905, 0.8838], [2.9329, 2.4525, 0.2133], [4.4306, 2.7573, 0.2321], [2.4761, 2.3955, -1.2514], [2.3906, 0.8087, 0.9673], [3.6801, -0.2799, 0.2259], [4.9484, -0.5693, 0.7314], [5.8385, -1.3696, 0.0313], [5.4888, -1.8821, -1.2103], [4.2363, -1.6001, -1.7318], [3.3385, -0.8264, -1.0124], [2.6826, 0.8430, 2.8309], [2.7355, -0.6084, 3.3160], [1.3875, 1.4278, 3.4161], [3.8667, 1.6178, 3.4048], [2.3474, 4.5181, 0.3338], [2.4639, 3.7553, 1.9176], [1.0859, 3.4035, 0.8681], [4.6036, 3.7073, -0.2849], [5.0042, 1.9920, -0.2909], [4.8346, 2.8551, 1.2396], [2.5858, 3.3906, -1.6948], [1.4312, 2.0952, -1.3526], [3.0860, 1.7060, -1.8359], [5.2596, -0.1545, 1.6816], [6.8151, -1.5784, 0.4526], [6.1883, -2.4970, -1.7637], [3.9415, -1.9957, -2.6968], [2.3487, -0.6452, -1.4176], [1.8230, -1.1232, 3.0226], [2.7791, -0.6115, 4.4097], [3.5929, -1.1673, 2.9351], [0.5198, 0.8765, 3.0500], [1.2377, 2.4729, 3.1504], [1.4111, 1.3619, 4.5069], [4.8357, 1.2291, 3.0880], [3.8295, 1.5543, 4.4974], [3.8302, 2.6738, 3.1424], [-3.7869, 4.8671, -5.4301], [-3.0709, 3.8727, -4.8970], [-3.0885, 2.6129, -5.4660], [-3.8319, 2.3872, -6.5570], [-2.3459, 1.5919, -4.8987], [-2.4272, 0.3909, -5.4941], [-1.5594, 1.7660, -3.7673], [-0.5724, 0.3287, -3.0095], [-1.5695, 3.0479, -3.2195], [-0.8530, 3.3268, -2.1332], [-2.3018, 4.0880, -3.7638], [-2.2764, 5.3023, -3.2073]],
  "lumo_energy_ev": [1.304, 1.312],
  "s_squared": 0.7563,
  "total_charge": -1,
  "multiplicity": 2,
  "e_above_lowest_kcal_mol": 1.6,
  "e_homo_ev": [-4.53, -4.63],
  "gap_ev": [5.8, 5.9]
}

=====

[3]
{
  "formula": "C40H42F5N10",
  "method": "ωB97M-V/def2-TZVPD",
  "species": ["N", "C", "N", "C", "C", "C", "F", "F", "C", "F", "F", "F", "N", "H", "H", "H", "H", "H", "H", "H", "N", "C", "C", "C", "C", "C", "H", "H", "H", "H", "H", "N", "C", "C", "C", "C", "C", "H", "H", "H", "H", "H", "N", "C", "C", "C", "C", "C", "H", "H", "H", "H", "H", "N", "C", "C", "C", "C", "C", "H", "H", "H", "H", "H", "N", "C", "C", "C", "C", "C", "H", "H", "H", "H", "H", "N", "C", "C", "C", "C", "C", "H", "H", "H", "H", "H", "N", "C", "C", "C", "C", "C", "H", "H", "H", "H", "H"],
  "positions_angstrom": [[-0.1823, 0.5353, -3.6942], [-0.0870, 1.3291, -2.5999], [-0.8110, 1.1796, -1.4789], [-0.2604, 2.0991, -0.4447], [0.5217, 3.1111, -1.3279], [1.7585, 3.8212, -0.7784], [2.5250, 4.2414, -1.8124], [1.3829, 4.9022, -0.0674], [2.6679, 2.9230, 0.1209], [2.2969, 3.0045, 1.3919], [2.5800, 1.6311, -0.2714], [3.9331, 3.2836, 0.0255], [0.8360, 2.3554, -2.5677], [0.5514, -0.1663, -3.8350], [-0.8640, 0.6665, -4.4286], [-0.6913, 0.2185, -1.1542], [-1.0438, 2.6638, 0.0645], [0.2714, 1.5265, 0.3174], [-0.2415, 3.8339, -1.6387], [1.7171, 1.8254, -2.5425], [1.8210, -1.9182, 2.9035], [1.7257, -2.0296, 4.2276], [1.9244, -0.9708, 5.1040], [2.2425, 0.2685, 4.5753], [2.3612, 0.3972, 3.1987], [2.1409, -0.7229, 2.4149], [1.4677, -3.0124, 4.6075], [1.8266, -1.1187, 6.1705], [2.4035, 1.1200, 5.2239], [2.6093, 1.3495, 2.7562], [2.2185, -0.6669, 1.3324], [-3.3285, 2.3751, -0.3581], [-4.4444, 2.6616, -1.0333], [-5.7110, 2.3058, -0.6019], [-5.8328, 1.6125, 0.5933], [-4.6856, 1.3041, 1.3049], [-3.4659, 1.7069, 0.7881], [-4.3121, 3.2049, -1.9626], [-6.5801, 2.5681, -1.1888], [-6.8062, 1.3192, 0.9637], [-4.7303, 0.7691, 2.2427], [-2.5473, 1.4908, 1.3260], [-0.1592, -6.3088, 2.8798], [-1.1574, -6.9180, 2.2438], [-1.9677, -6.2908, 1.3075], [-1.7280, -4.9573, 1.0177], [-0.6894, -4.3096, 1.6692], [0.0599, -5.0290, 2.5863], [-1.3157, -7.9596, 2.5001], [-2.7656, -6.8372, 0.8238], [-2.3426, -4.4306, 0.2973], [-0.4578, -3.2696, 1.4828], [0.8763, -4.5552, 3.1179], [4.1030, -7.3067, 1.4477], [3.3885, -6.3296, 2.0035], [3.9239, -5.3848, 2.8670], [5.2718, -5.4625, 3.1776], [6.0268, -6.4771, 2.6114], [5.3971, -7.3684, 1.7552], [2.3380, -6.3061, 1.7404], [3.2973, -4.6071, 3.2830], [5.7266, -4.7456, 3.8495], [7.0818, -6.5784, 2.8262], [5.9558, -8.1739, 1.2912], [-0.9916, 2.9413, -6.5254], [-0.8724, 3.5349, -5.3411], [-1.1756, 4.8660, -5.1060], [-1.6264, 5.6308, -6.1713], [-1.7525, 5.0301, -7.4132], [-1.4255, 3.6870, -7.5395], [-0.5025, 2.9056, -4.5459], [-1.0589, 5.2947, -4.1192], [-1.8729, 6.6757, -6.0362], [-2.0984, 5.5888, -8.2716], [-1.5151, 3.1836, -8.4950], [1.6811, -2.0020, -3.8471], [3.0042, -2.1747, -3.8173], [3.6104, -3.3556, -3.4227], [2.8053, -4.4171, -3.0407], [1.4292, -4.2543, -3.0725], [0.9173, -3.0337, -3.4784], [3.6021, -1.3259, -4.1294], [4.6879, -3.4396, -3.4193], [3.2421, -5.3558, -2.7269], [0.7638, -5.0582, -2.7893], [-0.1545, -2.8717, -3.5202], [-3.2280, 3.7900, 3.4800], [-3.1957, 4.2304, 4.7372], [-3.4408, 5.5473, 5.0966], [-3.7325, 6.4617, 4.0976], [-3.7712, 6.0201, 2.7843], [-3.5172, 4.6811, 2.5321], [-2.9606, 3.4889, 5.4928], [-3.4025, 5.8452, 6.1352], [-3.9285, 7.4984, 4.3380], [-3.9976, 6.6966, 1.9716], [-3.5435, 4.2982, 1.5171]],
  "lumo_energy_ev": -3.929,
  "total_charge": 1,
  "multiplicity": 1,
  "e_homo_ev": -10.91,
  "gap_ev": 7.0
}